1.
Entry from the Open Molecules 2025 dataset: a molecular structure, C23H55AlIO2SSi2 (wB97M-V/def2-TZVPD).

Geometry as ORCA input:
```
! RIJCOSX wB97M-V def2-TZVPD def2/J DEFGRID3
* xyz -1 1
C 1.754 3.758 4.688
C 0.532 2.907 4.969
I -0.984 4.165 5.900
C -0.055 2.240 3.723
C 0.700 0.966 3.401
O 1.958 1.238 2.819
Al 2.537 -0.470 2.462
Si 4.037 -0.992 4.305
C 5.816 -0.592 3.736
C 4.094 -2.806 4.895
C 3.678 0.131 5.799
O 0.829 -1.204 2.575
C -0.010 -0.097 2.539
S 0.017 0.412 0.704
Si -1.838 -0.518 2.809
C -2.079 -0.960 4.629
C -3.008 0.919 2.437
C -2.362 -1.953 1.730
H 2.425 3.203 4.035
H 2.279 3.989 5.615
H 1.471 4.702 4.229
H 0.739 2.154 5.724
H 0.038 2.949 2.897
H -1.108 2.047 3.897
H 0.930 0.431 4.340
H 3.185 -0.764 1.019
H 6.568 -1.178 4.264
H 6.035 0.472 3.839
H 5.870 -0.816 2.669
H 4.388 -2.842 5.949
H 4.872 -3.335 4.343
H 3.144 -3.322 4.791
H 4.471 0.048 6.546
H 2.725 -0.102 6.274
H 3.653 1.161 5.439
H -0.490 1.651 0.755
H -1.297 -1.660 4.926
H -1.991 -0.057 5.234
H -3.052 -1.415 4.813
H -3.991 0.516 2.187
H -2.660 1.537 1.614
H -3.128 1.561 3.309
H -2.595 -1.610 0.724
H -1.583 -2.711 1.662
H -3.256 -2.407 2.162
C 0.526 3.086 -5.960
C 0.608 1.633 -5.503
C 0.125 1.417 -4.071
C 0.918 2.148 -2.989
C 2.409 1.821 -2.949
C 2.698 0.350 -2.664
H 1.160 3.734 -5.352
H 0.848 3.190 -6.997
H -0.499 3.458 -5.889
H 1.634 1.272 -5.610
H -0.002 1.016 -6.171
H 0.132 0.345 -3.853
H -0.924 1.728 -3.998
H 0.474 1.890 -2.024
H 0.790 3.229 -3.102
H 2.872 2.427 -2.167
H 2.885 2.120 -3.890
H 2.262 0.044 -1.711
H 3.772 0.168 -2.606
H 2.298 -0.298 -3.448
C -5.823 -2.637 -4.235
C -4.524 -3.438 -4.229
C -3.464 -2.874 -3.284
C -2.998 -1.456 -3.613
C -2.430 -1.275 -5.020
C -1.184 -2.117 -5.283
H -5.663 -1.614 -4.578
H -6.562 -3.094 -4.895
H -6.254 -2.591 -3.232
H -4.127 -3.497 -5.246
H -4.743 -4.467 -3.929
H -2.604 -3.548 -3.273
H -3.859 -2.880 -2.263
H -2.236 -1.164 -2.884
H -3.827 -0.756 -3.473
H -2.177 -0.220 -5.152
H -3.190 -1.504 -5.773
H -0.399 -1.884 -4.561
H -0.786 -1.925 -6.281
H -1.396 -3.185 -5.215
*
```

---

2.
Entry from the Open Molecules 2025 dataset: 3 unconnected molecules or ions with the total composition C23H56BrFN7O4P2S (wB97M-V/def2-TZVPD).

Geometry as ORCA input:
```
! RIJCOSX wB97M-V def2-TZVPD def2/J DEFGRID3
* xyz -1 1
C -3.779 0.977 -2.293
C -2.493 0.123 -2.816
S -2.125 0.798 -4.533
C -1.064 -0.490 -5.356
N 0.205 -0.813 -4.666
C 0.820 0.308 -3.961
F 0.985 1.519 -4.767
C 2.303 -0.002 -3.382
C 2.302 -1.180 -2.281
C 1.142 -1.623 -5.482
C 1.981 -0.780 -6.583
O 3.253 -0.997 -6.616
O 1.429 0.134 -7.441
C 0.398 -2.787 -6.351
Br 1.780 -3.867 -7.354
C -0.423 -3.822 -5.447
C 0.469 -4.720 -4.462
H -4.016 0.747 -1.199
H -3.431 2.078 -2.331
H -4.664 0.819 -2.990
H -2.735 -0.995 -2.826
H -1.660 0.335 -2.068
H -0.885 -0.101 -6.433
H -1.767 -1.399 -5.495
H 0.242 0.662 -3.027
H 3.089 -0.116 -4.197
H 2.588 0.960 -2.805
H 1.636 -2.060 -2.554
H 2.009 -0.686 -1.280
H 3.410 -1.477 -2.139
H 1.916 -2.216 -4.863
H -0.261 -2.341 -7.183
H -1.249 -3.351 -4.811
H -0.953 -4.545 -6.174
H -0.272 -5.423 -3.916
H 1.199 -5.422 -5.003
H 0.970 -4.092 -3.653
O -0.110 -1.918 -0.462
P -1.133 -2.232 0.645
N 0.055 -2.277 1.889
C 0.062 -3.125 3.067
C 0.524 -0.944 2.276
N -1.424 -3.821 0.009
C -0.499 -4.915 0.283
C -1.707 -3.824 -1.434
N -2.388 -2.526 1.884
C -3.165 -3.753 2.021
C -3.327 -1.389 1.883
H -0.642 -2.784 3.837
H 1.060 -3.134 3.518
H -0.160 -4.165 2.847
H -0.218 -0.433 2.903
H 0.705 -0.320 1.398
H 1.470 -0.996 2.822
H 0.548 -4.615 0.146
H -0.693 -5.774 -0.366
H -0.636 -5.307 1.292
H -0.788 -3.772 -2.031
H -2.336 -2.975 -1.711
H -2.246 -4.733 -1.723
H -3.746 -3.988 1.124
H -3.871 -3.663 2.855
H -2.533 -4.603 2.279
H -3.954 -1.394 0.984
H -2.776 -0.442 1.904
H -3.973 -1.399 2.766
O 0.641 2.658 2.909
P 0.698 4.059 3.544
N 2.288 4.379 2.971
C 3.322 5.152 3.635
C 2.327 4.691 1.539
N 0.740 3.397 5.148
C 1.983 2.879 5.709
C -0.311 2.398 5.391
N 0.662 5.701 4.251
C 0.676 6.005 5.677
C -0.446 6.456 3.635
H 3.148 6.233 3.571
H 4.296 4.950 3.178
H 3.442 4.893 4.684
H 1.976 5.714 1.350
H 1.691 4.008 0.971
H 3.337 4.586 1.135
H 2.522 2.239 4.998
H 1.799 2.296 6.617
H 2.637 3.687 6.039
H -0.036 1.411 4.994
H -1.251 2.699 4.922
H -0.504 2.289 6.463
H -0.171 5.565 6.211
H 0.637 7.089 5.834
H 1.607 5.686 6.147
H -1.417 6.086 3.983
H -0.416 6.350 2.545
H -0.375 7.525 3.853
*
```

---

3.
Entry from the Open Molecules 2025 dataset: 8 unconnected molecules or ions with the total composition C23H56N6O11P (wB97M-V/def2-TZVPD).

Geometry as ORCA input:
```
! RIJCOSX wB97M-V def2-TZVPD def2/J DEFGRID3
* xyz -1 1
C -1.641 -0.235 -0.357
C -0.591 0.885 -0.628
O -0.087 1.471 0.501
H -2.503 0.266 0.083
H -1.352 -1.052 0.305
H -1.797 -0.765 -1.297
H -1.087 1.631 -1.249
H 0.159 0.466 -1.298
C 0.598 6.892 0.844
C 1.615 6.640 1.929
O 2.045 7.626 2.584
N 2.040 5.383 2.242
C 2.803 5.079 3.393
H -0.112 7.635 1.209
H -0.002 6.040 0.526
H 1.228 7.271 0.039
H 1.622 4.563 1.825
H 3.199 5.952 3.912
H 3.616 4.368 3.244
H 2.241 4.742 4.264
C -3.375 -0.979 4.088
C -2.072 -1.566 4.624
O -1.906 -2.758 4.609
N -1.210 -0.610 4.942
C 0.105 -0.864 5.575
H -4.167 -1.682 3.830
H -3.351 -0.385 3.175
H -3.806 -0.350 4.868
H -1.494 0.321 4.674
H -0.122 -1.228 6.577
H 0.755 0.009 5.618
H 0.581 -1.705 5.070
C -4.693 3.817 1.723
C -3.889 4.108 3.038
O -4.586 4.395 3.990
N -2.576 3.869 3.157
C -1.839 3.913 4.411
H -4.065 3.269 1.021
H -4.824 4.781 1.232
H -5.674 3.350 1.805
H -2.044 3.568 2.353
H -0.885 3.398 4.296
H -2.445 3.659 5.280
H -1.618 4.979 4.460
C -4.685 -4.316 -3.326
C -5.657 -4.242 -2.174
O -6.900 -4.409 -2.389
N -5.120 -4.045 -0.954
C -5.844 -4.198 0.325
H -3.736 -3.811 -3.146
H -5.144 -3.787 -4.162
H -4.564 -5.381 -3.527
H -4.167 -3.710 -0.954
H -6.597 -4.949 0.087
H -6.368 -3.263 0.523
H -5.133 -4.561 1.067
C 5.160 0.024 2.037
C 4.967 -1.213 2.960
O 5.873 -1.486 3.739
N 3.836 -1.886 2.883
C 2.721 -1.535 2.030
H 6.039 0.556 2.400
H 4.316 0.674 1.806
H 5.671 -0.434 1.190
H 3.716 -2.644 3.539
H 2.124 -0.923 2.706
H 2.031 -2.360 1.852
H 3.024 -1.028 1.114
C -0.648 -0.183 -6.035
C -1.996 0.545 -6.297
O -2.884 0.027 -6.892
N -2.237 1.693 -5.748
C -1.300 2.804 -5.285
H 0.220 0.148 -6.606
H -0.885 -1.196 -6.359
H -0.461 -0.249 -4.964
H -3.210 1.954 -5.820
H -1.311 3.644 -5.978
H -0.256 2.502 -5.203
H -1.681 3.107 -4.309
C 6.750 -5.170 -2.616
O 5.542 -4.604 -2.220
P 5.022 -3.220 -2.808
O 5.979 -2.095 -2.656
O 4.734 -3.607 -4.335
C 4.319 -2.579 -5.215
O 3.595 -2.940 -2.136
C 2.427 -3.708 -2.462
H 7.469 -4.375 -2.811
H 6.704 -5.663 -3.587
H 7.229 -5.744 -1.823
H 5.048 -1.880 -5.624
H 3.549 -1.943 -4.779
H 3.727 -2.868 -6.083
H 1.569 -3.042 -2.549
H 2.175 -4.268 -1.561
H 2.455 -4.329 -3.357
*
```

---

4.
Entry from the Open Molecules 2025 dataset: 10 unconnected molecules or ions with the total composition C23H58F5N2O20S (wB97M-V/def2-TZVPD).

Geometry as ORCA input:
```
! RIJCOSX wB97M-V def2-TZVPD def2/J DEFGRID3
* xyz 1 1
O 0.803 3.603 4.447
S 0.443 4.978 4.587
O 0.250 5.552 5.876
C -1.017 5.257 3.650
C -1.606 6.442 3.322
N -2.709 6.117 2.577
C -2.786 4.790 2.451
N -1.768 4.249 3.090
C 1.787 5.970 3.762
F 2.900 5.526 4.364
F 1.596 7.262 4.037
C 1.950 5.759 2.233
F 0.788 5.974 1.601
F 2.344 4.510 1.993
F 2.852 6.624 1.785
H -1.308 7.444 3.570
H -3.387 6.754 2.182
H -3.547 4.253 1.916
H -1.572 3.252 3.141
C -2.906 2.297 -1.230
C -1.704 2.217 -0.313
O -2.105 2.130 1.067
O -3.715 3.434 -0.928
H -2.597 2.383 -2.270
H -3.514 1.394 -1.105
H -1.094 3.116 -0.401
H -1.089 1.347 -0.555
H -2.504 1.257 1.191
H -3.726 3.501 0.030
C -3.883 -2.174 -0.789
C -3.255 -2.246 -2.163
O -1.864 -2.534 -2.029
O -3.206 -1.195 -0.005
H -4.935 -1.896 -0.847
H -3.802 -3.147 -0.292
H -3.320 -1.279 -2.662
H -3.755 -2.994 -2.785
H -1.784 -3.447 -1.715
H -2.274 -1.284 -0.245
C 1.982 -0.575 3.589
C 1.321 0.202 2.476
O 0.250 1.011 2.989
O 1.047 -1.415 4.250
H 2.770 -1.209 3.189
H 2.425 0.115 4.321
H 0.872 -0.480 1.757
H 2.052 0.833 1.961
H 0.656 1.708 3.514
H 0.223 -0.919 4.312
C -0.983 -1.371 -5.358
C -0.258 -2.642 -4.984
O 0.005 -3.434 -6.149
O -2.209 -1.653 -6.013
H -1.213 -0.795 -4.461
H -0.350 -0.762 -6.018
H -0.888 -3.249 -4.338
H 0.676 -2.419 -4.460
H 0.672 -2.970 -6.667
H -2.047 -2.407 -6.592
C 1.266 -7.428 -7.598
C 2.485 -6.534 -7.534
O 2.147 -5.204 -7.931
O 0.714 -7.442 -8.903
H 1.529 -8.454 -7.340
H 0.511 -7.070 -6.885
H 3.238 -6.876 -8.243
H 2.917 -6.538 -6.528
H 1.596 -4.825 -7.238
H 0.789 -6.541 -9.240
C -6.505 4.029 0.807
C -7.682 4.681 0.121
O -7.240 5.329 -1.069
O -5.501 5.019 1.064
H -6.796 3.582 1.758
H -6.078 3.252 0.163
H -8.096 5.467 0.751
H -8.466 3.949 -0.090
H -7.005 4.657 -1.718
H -5.523 5.597 0.287
C 6.317 3.194 2.656
C 5.338 2.046 2.760
O 4.734 2.016 4.056
O 7.323 3.097 3.646
H 6.809 3.195 1.683
H 5.779 4.147 2.777
H 5.860 1.097 2.652
H 4.568 2.117 1.984
H 4.146 2.774 4.132
H 6.895 2.777 4.449
C 4.470 -3.063 2.045
C 5.437 -4.111 1.542
O 6.295 -3.554 0.546
O 3.710 -2.526 0.968
H 3.771 -3.486 2.768
H 5.024 -2.246 2.529
H 4.892 -4.913 1.047
H 6.019 -4.535 2.365
H 6.907 -2.948 0.977
H 4.319 -2.465 0.221
C -0.013 -5.228 0.149
C 0.064 -5.169 1.657
O -0.880 -6.074 2.230
O -1.340 -4.937 -0.280
H 0.659 -4.502 -0.306
H 0.264 -6.231 -0.201
H -0.223 -4.179 2.009
H 1.076 -5.386 2.005
H -0.576 -6.974 2.072
H -1.924 -5.352 0.368
*
```

---

Number 1: HOMO-LUMO gap 6.9 eV, strongest force on any atom 0.76 eV/Å, E -2577.329260 Eh. Number 2: HOMO-LUMO gap 4.1 eV, strongest force on any atom 8.18 eV/Å, E -5348.706799 Eh. Number 3: HOMO-LUMO gap 5.5 eV, strongest force on any atom 5.23 eV/Å, E -2407.568604 Eh. Number 4: HOMO-LUMO gap 7.7 eV, strongest force on any atom 1.09 eV/Å, E -3422.605291 Eh.